# 1
The following is a quantum chemistry calculation of a structure of composition C19H20N8O3PRh in a non-equilibrium geometry, from the OMol25 dataset.

Cartesian coordinates (Å):
Rh (0.36, 0.58, -0.12)
P (1.41, -0.41, 1.68)
O (2.76, 0.28, 2.03)
O (1.76, -1.93, 1.52)
O (0.50, -0.43, 2.98)
N (4.86, 3.40, 0.20)
N (-1.84, 0.10, -2.14)
N (-1.65, -0.24, 0.18)
N (-0.59, 0.58, -2.00)
N (-3.34, -1.38, 1.29)
N (2.55, 3.46, 1.07)
N (0.41, 2.45, 0.53)
N (1.95, 0.94, -1.54)
C (3.60, -0.17, 3.15)
C (4.13, 1.54, -2.28)
C (-4.09, -1.61, 0.13)
C (2.22, 2.16, -3.58)
C (0.84, -2.91, 0.98)
C (-2.19, -0.74, 1.27)
C (-0.01, 1.34, -2.85)
C (-4.30, -1.33, -2.25)
C (-5.48, -2.04, -2.22)
C (1.50, 2.91, 0.79)
C (3.27, 0.94, -1.37)
C (1.42, 1.52, -2.66)
C (3.78, 3.43, 0.61)
C (0.08, 0.83, 3.58)
C (3.60, 2.18, -3.38)
C (-2.33, -0.38, -1.05)
C (-5.96, -2.54, -1.01)
C (-3.59, -1.11, -1.07)
C (-5.28, -2.33, 0.17)
H (4.25, 2.68, -4.09)
H (0.95, 1.42, 3.87)
H (3.01, -0.19, 4.07)
H (4.40, 0.56, 3.22)
H (-0.50, 0.58, 4.46)
H (1.77, 2.62, -4.45)
H (-3.92, -0.93, -3.18)
H (3.99, -1.15, 2.93)
H (0.07, -3.14, 1.70)
H (-6.04, -2.21, -3.13)
H (-5.65, -2.71, 1.11)
H (-6.89, -3.10, -0.99)
H (0.40, -2.56, 0.04)
H (-1.68, -0.62, 2.22)
H (5.20, 1.52, -2.10)
H (-0.54, 1.78, -3.69)
H (-3.71, -1.70, 2.18)
H (1.43, -3.80, 0.78)
H (3.65, 0.46, -0.48)
H (-0.52, 1.41, 2.88)

Computed properties:
Charge ... +2
HOMO-LUMO gap ... 6.2 eV

Atomic partial charges in e from the natural (NBO) method, atoms 1 to 2: 0.81, 2.06


# 2
The following is a quantum chemistry calculation of an isolated molecule of C2H3N3O2 in a non-equilibrium geometry, from the OMol25 dataset.

Cartesian coordinates (Å):
O (-0.55, 1.42, -0.73)
O (-2.36, -1.46, 0.04)
N (-1.32, 0.71, 0.22)
N (0.62, -1.03, -0.44)
N (-0.02, 1.12, 0.55)
C (-1.60, -0.61, -0.10)
C (1.05, 0.04, 0.41)
H (2.03, 0.70, 0.04)
H (1.39, -0.20, 1.43)
H (0.75, -0.68, -1.43)

Computed properties:
HOMO-LUMO gap (alpha / beta) ... 8.4 / 8.4 eV

Atomic partial charges in e from the natural (NBO) method, atoms 1 to 2: -0.20, -0.38


# 3
The following is a quantum chemistry calculation of a structure of composition C7H23InN8O5 in a non-equilibrium geometry, from the OMol25 dataset.

Cartesian coordinates (Å):
In (0.73, 0.84, 1.47)
O (0.20, 5.22, -1.25)
O (-4.23, 1.07, -0.45)
O (3.53, -3.29, 2.60)
O (4.76, 0.42, -1.58)
O (-2.39, -3.21, 2.37)
N (-6.12, 2.14, -1.06)
N (5.33, -1.52, -2.38)
N (-3.76, -4.51, 3.39)
N (-2.59, -5.38, 1.84)
N (4.97, -3.91, 4.24)
N (-5.78, 0.13, -1.70)
N (6.81, 0.02, -2.44)
N (3.41, -5.27, 3.58)
C (-2.81, -4.31, 2.51)
C (5.60, -0.30, -2.05)
C (-0.76, 7.42, -1.59)
C (-1.39, 5.50, -3.02)
C (-5.31, 1.09, -1.02)
C (-0.99, 5.89, -1.64)
C (3.89, -4.10, 3.46)
H (4.10, -5.93, 3.89)
H (7.25, 0.90, -2.21)
H (-3.78, -3.92, 4.21)
H (4.38, -1.85, -2.35)
H (5.51, -3.08, 4.07)
H (-4.13, -5.45, 3.37)
H (7.42, -0.66, -2.88)
H (-6.71, 2.10, -1.88)
H (5.14, -4.49, 5.05)
H (-3.01, -6.25, 2.12)
H (6.15, -2.08, -2.59)
H (-2.28, 6.04, -3.35)
H (2.74, -5.68, 2.95)
H (0.11, 7.80, -2.12)
H (-0.68, 5.73, -3.81)
H (-6.72, 0.11, -2.06)
H (-1.83, 5.66, -0.99)
H (-5.86, 2.97, -0.55)
H (-1.58, 4.44, -3.20)
H (-5.16, -0.67, -1.63)
H (-1.61, 8.01, -1.92)
H (-1.86, -5.36, 1.15)
H (-0.71, 7.74, -0.55)

Computed properties:
Charge ... +2
HOMO-LUMO gap ... 1.4 eV

Atomic partial charges in e from the natural (NBO) method, atoms 1 to 2: 1.00, -0.01


# 4
The following is a quantum chemistry calculation of a cluster of 2 separate species, C2H8N2S in total in a non-equilibrium geometry, from the OMol25 dataset.

Cartesian coordinates (Å):
S (1.88, -1.32, 1.89)
N (0.11, 0.81, 1.73)
N (-0.85, 0.53, -0.82)
C (0.60, -0.14, 2.34)
C (-1.15, -0.08, -2.04)
H (2.07, -2.19, 3.02)
H (-0.94, 1.46, -0.98)
H (0.51, -0.26, 3.43)
H (-2.24, -0.19, -2.32)
H (-0.58, 0.51, -2.83)
H (-1.39, 0.41, -0.01)
H (-0.62, -1.07, -2.17)
H (0.45, 1.05, 0.79)

Computed properties:
HOMO-LUMO gap ... 9.9 eV
SMILES ... [H]/N=C\S.CN

Atomic partial charges in e from the natural (NBO) method, atoms 1 to 2: -0.07, -0.65


# 5
The following is a quantum chemistry calculation of a structure of composition C7H3N3O8PdSSe, from the OMol25 dataset.

Cartesian coordinates (Å):
Pd (0.87, 0.13, -1.14)
Se (-3.39, -0.54, 1.58)
S (3.05, -0.80, -2.32)
O (-3.45, -1.22, -3.21)
O (1.85, -0.05, -2.92)
O (-1.31, -1.84, -2.54)
O (-2.49, 2.07, -2.75)
O (4.25, 0.01, -2.40)
O (3.19, -2.11, -2.90)
O (-0.63, 1.45, -1.61)
O (2.56, -0.89, -0.86)
N (0.31, 0.19, 0.81)
N (-2.51, -0.05, 3.08)
N (-1.94, -0.41, 0.52)
C (1.28, 0.52, 1.68)
C (-1.64, 1.31, -2.34)
C (-2.36, -1.45, -2.85)
C (-0.21, 0.55, 3.57)
C (-1.26, 0.17, 2.71)
C (-0.95, -0.02, 1.29)
C (1.06, 0.71, 3.04)
H (-0.42, 0.69, 4.62)
H (2.26, 0.62, 1.25)
H (1.90, 0.99, 3.66)

Computed properties:
Charge ... -2
HOMO-LUMO gap (alpha / beta) ... 5.2 / 7.5 eV
2S+1 ... 3

Atomic partial charges in e from the natural (NBO) method, atoms 1 to 2: 1.01, 0.72


# 6
The following is a quantum chemistry calculation of a cluster of 2 separate species, C3H11NS in total in a non-equilibrium geometry, from the OMol25 dataset.

Cartesian coordinates (Å):
S (0.42, -1.25, 2.67)
N (-2.13, 2.17, -6.43)
C (0.47, 0.21, 3.74)
C (2.00, -2.02, 3.19)
C (-1.15, 1.77, -5.41)
H (1.90, -3.06, 2.90)
H (2.12, -1.85, 4.26)
H (2.87, -1.50, 2.77)
H (-3.07, 2.13, -6.06)
H (-2.01, 3.15, -6.67)
H (-1.40, 0.74, -5.12)
H (0.88, 0.03, 4.73)
H (-1.16, 2.41, -4.53)
H (-0.55, 0.59, 3.87)
H (-0.19, 1.74, -5.86)
H (0.94, 1.00, 3.16)

Computed properties:
HOMO-LUMO gap ... 9.5 eV
SMILES ... CSC.CN

Atomic partial charges in e from the natural (NBO) method, atoms 1 to 2: 0.17, -0.83